*1*
This record from the Open Molecules 2025 dataset describes a structure of composition C33H34F6N11O4RuS5. The level of theory is ωB97M-V/def2-TZVPD.

Atoms and positions in Å:
Ru: 0.52 0.20 0.65
N: -3.12 -0.80 2.74
C: -1.87 -0.39 2.44
S: -0.65 -1.57 2.12
N: -1.64 0.91 2.52
N: -0.39 1.24 2.11
C: 0.17 2.31 2.57
C: -0.40 3.17 3.63
C: -1.71 3.64 3.56
C: -2.20 4.50 4.54
C: -1.40 4.87 5.61
C: -0.11 4.37 5.71
C: 0.39 3.53 4.72
C: 1.48 2.59 1.96
C: 2.19 3.77 2.14
C: 3.43 3.91 1.54
C: 3.95 2.87 0.79
C: 3.18 1.74 0.61
N: 1.96 1.62 1.15
H: -3.36 -1.75 2.54
H: -3.85 -0.11 2.78
H: -2.33 3.35 2.73
H: -3.21 4.87 4.46
H: -1.79 5.54 6.37
H: 0.52 4.64 6.55
H: 1.39 3.13 4.82
H: 1.75 4.56 2.73
H: 3.98 4.83 1.66
H: 4.93 2.93 0.34
H: 3.53 0.92 0.01
S: 2.52 -1.62 1.65
C: 2.18 -2.57 0.31
N: 2.14 -3.91 0.28
N: 2.23 -4.47 1.44
C: 2.15 -5.85 1.58
C: 2.11 -6.69 0.47
C: 2.01 -8.05 0.65
C: 1.95 -8.59 1.94
C: 2.01 -7.75 3.04
C: 2.11 -6.38 2.87
N: 1.92 -1.97 -0.90
N: 1.65 -0.60 -0.85
C: 2.18 0.14 -1.93
C: 1.52 1.29 -2.35
C: 2.05 2.08 -3.36
C: 3.23 1.70 -3.98
C: 3.89 0.55 -3.57
C: 3.38 -0.22 -2.54
H: 2.27 -3.87 2.27
H: 2.15 -6.25 -0.52
H: 1.98 -8.70 -0.21
H: 1.86 -9.66 2.07
H: 1.97 -8.17 4.04
H: 2.15 -5.72 3.73
H: 0.58 1.56 -1.87
H: 1.53 2.98 -3.66
H: 3.63 2.30 -4.79
H: 4.81 0.25 -4.06
H: 3.90 -1.11 -2.21
C: -4.86 4.69 -0.42
C: -4.80 3.22 -0.82
N: -3.56 2.58 -0.33
C: -2.40 2.64 -1.05
S: -0.98 3.24 -0.35
N: -2.44 2.18 -2.30
C: -3.36 1.13 -2.80
C: -3.40 1.17 -4.32
H: -5.75 5.17 -0.83
H: -3.98 5.22 -0.79
H: -4.88 4.80 0.67
H: -4.83 3.13 -1.90
H: -5.65 2.68 -0.41
H: -3.38 2.77 0.64
H: -1.55 2.21 -2.77
H: -4.34 1.28 -2.37
H: -2.99 0.16 -2.47
H: -3.72 2.14 -4.69
H: -4.09 0.41 -4.69
H: -2.41 0.94 -4.73
F: -1.29 -3.79 -0.27
C: -2.04 -2.90 -0.91
F: -3.03 -2.49 -0.12
F: -2.56 -3.46 -1.99
S: -0.99 -1.41 -1.47
O: -1.39 -0.31 -0.51
O: -1.52 -1.17 -2.81
N: 1.20 -2.70 -1.80
S: 1.85 -3.34 -3.12
O: 1.15 -4.55 -3.41
O: 3.29 -3.33 -3.05
C: 1.40 -2.28 -4.59
F: 1.23 -1.00 -4.27
F: 2.41 -2.37 -5.47
F: 0.29 -2.73 -5.15

Output
- 2S+1 = 6
- frontier orbital gap (alpha / beta) (eV) = 6.71 / 5.23

These are the Mulliken partial charges, in e, on atoms 1 to 6:
1 Ru 0.756
2 N -0.371
3 C 0.210
4 S -0.286
5 N -1.310
6 N 1.344

*2*
This record from the Open Molecules 2025 dataset describes a structure of composition C33H34F6N11O4RuS5. The level of theory is ωB97M-V/def2-TZVPD.

Atoms and positions in Å:
Ru: -0.24 -0.25 -0.03
N: 2.31 2.85 2.37
C: 1.68 1.71 1.98
S: -0.06 1.65 2.22
N: 2.43 0.74 1.57
N: 1.75 -0.34 1.10
C: 2.16 -1.51 1.42
C: 3.27 -1.80 2.37
C: 3.07 -2.73 3.39
C: 4.07 -2.99 4.31
C: 5.29 -2.34 4.22
C: 5.50 -1.41 3.20
C: 4.49 -1.13 2.29
C: 1.38 -2.64 0.85
C: 1.90 -3.92 0.77
C: 1.12 -4.95 0.30
C: -0.19 -4.68 -0.05
C: -0.64 -3.38 0.02
N: 0.13 -2.36 0.42
H: 1.75 3.67 2.54
H: 3.28 2.96 2.12
H: 2.11 -3.24 3.47
H: 3.90 -3.71 5.10
H: 6.08 -2.55 4.93
H: 6.45 -0.90 3.12
H: 4.66 -0.42 1.50
H: 2.92 -4.08 1.08
H: 1.52 -5.95 0.21
H: -0.87 -5.46 -0.39
H: -1.66 -3.12 -0.25
S: -0.73 1.90 -0.66
C: -2.43 1.81 -0.34
N: -3.30 2.75 -0.82
N: -2.78 3.60 -1.69
C: -3.47 4.76 -2.05
C: -4.67 5.11 -1.46
C: -5.31 6.28 -1.85
C: -4.76 7.09 -2.84
C: -3.56 6.73 -3.43
C: -2.91 5.57 -3.05
N: -2.95 0.84 0.40
N: -2.08 -0.07 0.86
C: -2.61 -0.93 1.84
C: -3.99 -1.15 1.94
C: -4.48 -2.03 2.89
C: -3.62 -2.71 3.75
C: -2.26 -2.46 3.67
C: -1.75 -1.58 2.73
H: -1.82 3.48 -1.99
H: -5.08 4.48 -0.68
H: -6.24 6.56 -1.38
H: -5.26 8.00 -3.14
H: -3.12 7.35 -4.20
H: -1.97 5.28 -3.51
H: -4.65 -0.61 1.28
H: -5.55 -2.20 2.95
H: -4.02 -3.39 4.49
H: -1.58 -2.95 4.36
H: -0.70 -1.35 2.71
C: -2.67 1.71 -5.74
C: -3.45 1.39 -4.47
N: -2.57 0.67 -3.54
C: -2.86 -0.31 -2.68
S: -1.54 -1.30 -2.19
N: -4.09 -0.58 -2.25
C: -5.27 0.28 -2.09
C: -6.53 -0.56 -2.18
H: -3.30 2.26 -6.43
H: -2.34 0.79 -6.22
H: -1.79 2.31 -5.51
H: -4.30 0.76 -4.70
H: -3.81 2.31 -4.01
H: -1.57 0.80 -3.67
H: -4.08 -1.37 -1.61
H: -5.28 1.06 -2.84
H: -5.21 0.77 -1.12
H: -6.63 -1.02 -3.16
H: -7.41 0.06 -1.99
H: -6.52 -1.36 -1.43
F: 3.37 2.49 -3.20
C: 2.26 2.21 -2.53
F: 1.32 3.09 -2.89
F: 2.46 2.33 -1.23
S: 1.61 0.48 -2.95
O: 1.45 -0.17 -1.65
O: 0.43 0.78 -3.70
N: 2.69 -0.22 -3.87
S: 4.07 -0.67 -3.16
O: 5.07 -0.94 -4.15
O: 4.40 0.15 -2.03
C: 3.73 -2.36 -2.43
F: 2.45 -2.73 -2.50
F: 4.46 -3.28 -3.07
F: 4.11 -2.36 -1.15

Output
- 2S+1 = 6
- frontier orbital gap (alpha / beta) (eV) = 6.36 / 5.28

These are the Mulliken partial charges, in e, on atoms 1 to 6:
1 Ru -0.359
2 N -0.458
3 C 0.208
4 S -0.247
5 N -1.481
6 N 2.612

Most stable: *2*. Least stable: *1*.

*1*
This record from the Open Molecules 2025 dataset describes a structure of composition C5H6N2O. The level of theory is ωB97M-V/def2-TZVPD.

Atoms and positions in Å:
C: 0.81 0.76 -1.48
C: 0.27 -0.62 -1.23
C: -0.66 -0.99 1.20
C: -0.98 0.01 2.07
C: -0.16 0.88 0.47
H: 0.82 1.09 -2.58
H: 1.97 1.06 -1.10
H: 1.07 -1.27 -1.42
H: -0.71 -0.93 -1.77
H: -0.37 -2.14 1.47
H: -1.45 -0.30 3.03
N: -0.17 -0.44 0.20
N: -0.51 1.23 1.69
O: 0.06 1.67 -0.57

Output
- 2S+1 = 1
- frontier orbital gap (eV) = 8.54

These are the Mulliken partial charges, in e, on atoms 1 to 6:
1 C -0.374
2 C -0.387
3 C -0.139
4 C -0.342
5 C 0.258
6 H 0.296

*2*
This record from the Open Molecules 2025 dataset describes a structure of composition C5H6N2O. The level of theory is ωB97M-V/def2-TZVPD.

Atoms and positions in Å:
C: -0.33 0.35 -0.02
C: 0.06 -0.18 -1.30
C: 0.95 -1.12 -1.21
C: 1.13 -1.35 0.32
C: 0.38 -0.35 1.12
H: -3.42 1.70 -0.14
H: -0.59 -0.17 -2.40
H: 1.30 -1.64 -1.99
H: 1.27 -2.38 0.78
H: 1.92 0.50 0.39
H: -0.26 -0.69 1.94
N: -1.33 1.18 0.49
N: 1.90 -0.23 1.13
O: -2.18 1.49 -0.43

Output
- 2S+1 = 1
- frontier orbital gap (eV) = 8.19

These are the Mulliken partial charges, in e, on atoms 1 to 6:
1 C 0.268
2 C -0.183
3 C -0.698
4 C -0.186
5 C -0.038
6 H 0.364

Most stable: *1*. Least stable: *2*.

*1*
This record from the Open Molecules 2025 dataset describes an isolated molecule of C5H6N2O. The level of theory is ωB97M-V/def2-TZVPD.

Atoms and positions in Å:
C: 0.08 1.04 1.47
C: 1.03 -0.34 -1.46
C: -0.32 -0.35 1.20
C: -0.09 0.98 -0.70
C: -0.78 -0.34 -0.24
N: 0.33 1.71 0.45
N: 0.07 -1.17 -1.11
O: 1.99 -0.29 -2.10
H: 0.40 1.39 2.45
H: 0.66 -0.67 1.32
H: -1.03 -0.86 1.80
H: -0.55 1.51 -1.44
H: -1.80 -0.43 -0.39
H: 0.01 -2.18 -1.26

Output
- 2S+1 = 1
- SMILES = O=C1N[C@H]2CC=N[C@@H]12
- frontier orbital gap (eV) = 9.48

These are the Mulliken partial charges, in e, on atoms 1 to 6:
1 C -0.265
2 C 0.197
3 C -0.745
4 C -0.187
5 C -0.004
6 N -0.587

*2*
This record from the Open Molecules 2025 dataset describes a structure of composition C5H6N2O. The level of theory is ωB97M-V/def2-TZVPD.

Atoms and positions in Å:
C: 1.48 -0.08 0.47
C: 0.92 1.38 -0.08
C: -0.49 0.87 0.08
C: -1.89 0.78 -0.20
C: 0.07 -0.31 0.46
H: 3.02 -0.34 -0.90
H: 2.17 0.35 1.49
H: 1.36 1.71 -1.08
H: 1.42 2.32 0.43
H: -2.71 1.38 -0.08
H: -1.33 -2.02 0.84
N: -2.05 -0.51 -0.18
N: -0.99 -1.20 -0.03
O: 2.11 -0.91 -0.44

Output
- 2S+1 = 1
- frontier orbital gap (eV) = 9.21

These are the Mulliken partial charges, in e, on atoms 1 to 6:
1 C 0.017
2 C -0.344
3 C 0.115
4 C -0.646
5 C 0.137
6 H 0.370

Most stable: *1*. Least stable: *2*.

*1*
This record from the Open Molecules 2025 dataset describes a structure of composition C5H6N2O. The level of theory is ωB97M-V/def2-TZVPD.

Atoms and positions in Å:
C: 0.53 1.25 1.78
C: -0.99 -0.03 0.63
C: -0.02 -0.41 -0.47
C: 0.78 -0.33 -1.47
C: 1.61 -0.70 -2.68
H: 1.12 1.37 0.80
H: 0.46 2.24 2.88
H: 1.02 0.14 2.36
H: -2.17 -1.54 -0.51
H: -3.04 -0.29 0.90
H: 2.56 -0.24 -2.63
N: -0.83 0.89 1.53
N: -2.20 -0.72 0.25
O: 1.18 -1.64 -3.38

Output
- 2S+1 = 1
- frontier orbital gap (eV) = 8.26

These are the Mulliken partial charges, in e, on atoms 1 to 6:
1 C -0.624
2 C 0.566
3 C -0.151
4 C 0.218
5 C -0.098
6 H 0.187

*2*
This record from the Open Molecules 2025 dataset describes an isolated molecule of C5H6N2O. The level of theory is ωB97M-V/def2-TZVPD.

Atoms and positions in Å:
C: -1.20 1.34 0.19
C: -2.25 0.39 -0.12
C: -0.05 0.58 0.33
C: 0.83 -1.32 0.03
C: 1.39 0.08 0.43
N: -1.76 -0.88 -0.30
N: -0.44 -0.68 -0.06
O: 2.23 0.70 -0.58
H: -1.42 2.31 0.56
H: -3.14 0.63 -0.53
H: 1.28 -1.78 -0.90
H: 0.80 -2.29 0.79
H: 2.00 0.33 1.51
H: 1.73 0.61 -1.35

Output
- 2S+1 = 1
- SMILES = O[C@@H]1Cn2nccc21
- frontier orbital gap (eV) = 10.28

These are the Mulliken partial charges, in e, on atoms 1 to 6:
1 C -0.719
2 C -0.232
3 C -0.022
4 C -0.573
5 C 0.183
6 N -0.978

*3*
This record from the Open Molecules 2025 dataset describes a cluster of 2 separate species, C5H6N2O in total. The level of theory is ωB97M-V/def2-TZVPD.

Atoms and positions in Å:
C: 2.24 0.10 0.06
C: 2.38 -1.26 0.02
C: 0.84 0.36 0.17
C: 0.27 -0.87 0.20
C: -2.38 -1.46 0.07
N: -3.02 -0.45 0.19
N: 0.23 1.61 0.32
O: 1.17 -1.86 0.09
H: 3.02 0.84 0.03
H: 3.24 -1.89 -0.06
H: -2.43 -2.52 -0.06
H: -4.03 -0.32 0.20
H: 0.73 2.35 -0.16
H: -0.75 1.58 0.08

Output
- 2S+1 = 1
- frontier orbital gap (eV) = 6.72

These are the Mulliken partial charges, in e, on atoms 1 to 6:
1 C -0.483
2 C -0.508
3 C 0.575
4 C -0.312
5 C 0.047
6 N -0.354

*4*
This record from the Open Molecules 2025 dataset describes an isolated molecule of C5H6N2O. The level of theory is ωB97M-V/def2-TZVPD.

Atoms and positions in Å:
C: 1.88 0.23 0.31
C: -0.71 -0.09 -0.41
C: -0.66 1.34 -0.42
C: -1.97 -0.63 -0.24
C: -3.01 -1.24 0.23
H: 1.54 0.88 1.30
H: 3.03 -0.08 0.42
H: 1.87 1.03 -0.36
H: 1.99 -1.74 0.05
H: 0.29 1.80 -0.98
H: -4.07 -1.50 0.59
N: 1.25 -0.95 -0.22
N: 0.11 -1.04 -0.35
O: -1.54 1.99 0.09

Output
- 2S+1 = 1
- SMILES = C#C/C(C=O)=N/NC
- frontier orbital gap (eV) = 8.28

These are the Mulliken partial charges, in e, on atoms 1 to 6:
1 C -0.932
2 C 0.607
3 C -0.166
4 C -0.146
5 C -0.271
6 H 0.322

Most stable: *2*. Least stable: *4*.

*1*
This record from the Open Molecules 2025 dataset describes an isolated molecule of C5H6N2O. The level of theory is ωB97M-V/def2-TZVPD.

Atoms and positions in Å:
C: 0.37 1.79 1.01
C: 0.42 0.26 1.26
C: 0.67 -1.08 -0.80
C: -0.20 -1.27 -1.92
C: -1.34 -0.38 -0.33
H: 1.24 2.25 1.48
H: -0.13 0.05 2.16
H: 1.47 0.08 1.39
H: 1.70 -1.34 -0.69
H: -0.09 -1.59 -3.01
H: -2.15 -0.11 0.44
N: -0.05 -0.36 0.07
N: -1.46 -0.70 -1.50
O: -0.46 2.38 0.45

Output
- 2S+1 = 1
- SMILES = O=CCn1ccnc1
- frontier orbital gap (eV) = 9.25

These are the Mulliken partial charges, in e, on atoms 1 to 6:
1 C 0.069
2 C -0.620
3 C -0.171
4 C -0.463
5 C 0.132
6 H 0.339

*2*
This record from the Open Molecules 2025 dataset describes a cluster of 2 separate species, C5H6N2O in total. The level of theory is ωB97M-V/def2-TZVPD.

Atoms and positions in Å:
C: -0.87 1.65 0.50
C: 0.98 -0.61 -1.78
C: 0.29 -0.52 1.86
C: -0.09 0.04 -1.16
C: 0.13 1.03 -0.19
N: -1.68 2.24 1.08
N: -0.19 -1.60 1.60
O: -1.34 -0.33 -1.48
H: 0.81 -1.32 -2.48
H: 2.10 -0.28 -1.63
H: 0.72 0.35 2.33
H: 1.17 1.46 0.07
H: -0.10 -2.39 2.26
H: -1.94 0.28 -0.98

Output
- 2S+1 = 1
- frontier orbital gap (alpha / beta) (eV) = 6.26 / 8.03

These are the Mulliken partial charges, in e, on atoms 1 to 6:
1 C 0.177
2 C -1.026
3 C -0.017
4 C 0.851
5 C -0.515
6 N -0.465

*3*
This record from the Open Molecules 2025 dataset describes a structure of composition C5H6N2O. The level of theory is ωB97M-V/def2-TZVPD.

Atoms and positions in Å:
C: -0.41 1.85 0.02
C: 0.91 1.28 -0.06
C: -1.55 1.14 0.03
C: 0.97 -0.08 0.00
C: -0.70 -1.07 -0.13
N: -0.71 -2.32 0.01
N: 1.83 -1.16 0.06
O: -1.73 -0.24 -0.06
H: -0.39 2.87 0.14
H: 1.73 1.86 0.06
H: -2.38 1.75 0.17
H: -1.61 -2.75 0.21
H: 2.67 -1.04 -0.49
H: 1.38 -2.08 0.04

Output
- 2S+1 = 1
- frontier orbital gap (eV) = 8.85

These are the Mulliken partial charges, in e, on atoms 1 to 6:
1 C -0.206
2 C -0.644
3 C -0.326
4 C 0.182
5 C 0.520
6 N -0.715

*4*
This record from the Open Molecules 2025 dataset describes an isolated molecule of C5H6N2O. The level of theory is ωB97M-V/def2-TZVPD.

Atoms and positions in Å:
C: -2.34 0.15 -1.16
C: -0.39 -0.37 0.24
C: 0.92 -0.09 -0.65
C: 2.22 0.03 -0.09
C: 3.03 0.69 0.89
H: -2.12 1.13 -1.37
H: -1.85 -0.51 -2.01
H: -3.43 -0.02 -1.35
H: 1.18 -0.61 1.57
H: -0.32 -0.88 2.43
H: 3.68 1.04 1.82
N: -1.64 -0.11 0.10
N: 0.15 -0.67 1.44
O: 0.91 0.22 -1.85

Output
- 2S+1 = 1
- SMILES = C#CC(=O)/C(N)=N\C
- frontier orbital gap (eV) = 7.96

These are the Mulliken partial charges, in e, on atoms 1 to 6:
1 C -0.669
2 C 0.428
3 C 0.880
4 C -0.559
5 C -0.154
6 H 0.301

Most stable: *1*. Least stable: *4*.

*1*
This record from the Open Molecules 2025 dataset describes a structure of composition C12H18F12MnO9P2. The level of theory is ωB97M-V/def2-TZVPD.

Atoms and positions in Å:
Mn: 1.28 1.43 0.33
P: 0.32 3.71 1.76
F: 0.49 2.17 2.27
F: 0.14 3.18 0.22
F: -1.32 3.70 1.84
F: 0.35 5.31 1.21
F: 0.46 4.12 3.35
F: 2.00 3.77 1.57
P: 3.96 2.21 -0.57
F: 5.42 1.81 -0.07
F: 3.33 1.85 0.85
F: 4.45 3.75 -0.14
F: 2.49 2.79 -0.88
F: 4.43 2.58 -2.03
F: 3.54 0.75 -0.94
C: -0.81 -2.97 3.83
C: 0.63 -2.36 4.02
C: 1.74 -3.33 3.52
O: 2.38 -2.57 2.48
C: 1.85 -1.29 2.41
O: 2.03 -0.43 1.60
O: 0.69 -1.31 3.09
H: -0.93 -3.74 4.59
H: -0.87 -3.44 2.85
H: -1.42 -2.08 3.94
H: 0.76 -2.04 5.06
H: 1.34 -4.20 3.01
H: 2.15 -3.70 4.46
C: -5.05 -0.02 -0.60
C: -4.04 -0.13 0.61
C: -3.62 -1.58 0.95
O: -2.25 -1.40 1.08
C: -1.78 -0.16 0.71
O: -0.59 0.24 0.74
O: -2.83 0.57 0.46
H: -4.56 -0.27 -1.54
H: -5.33 1.00 -0.87
H: -6.06 -0.38 -0.39
H: -4.54 0.34 1.46
H: -3.81 -2.28 0.14
H: -4.07 -1.98 1.87
C: 1.37 -1.28 -5.42
C: 0.91 0.08 -4.95
C: -0.59 0.03 -4.51
O: -0.58 0.39 -3.25
C: 0.65 0.46 -2.76
O: 0.92 0.63 -1.56
O: 1.63 0.29 -3.76
H: 2.46 -1.33 -5.45
H: 1.19 -1.58 -6.46
H: 1.06 -2.04 -4.70
H: 0.98 0.83 -5.73
H: -1.17 -0.87 -4.69
H: -1.16 0.81 -5.01

Output
- 2S+1 = 6
- frontier orbital gap (alpha / beta) (eV) = 10.89 / 10.96

These are the Mulliken partial charges, in e, on atoms 1 to 6:
1 Mn 2.426
2 P 1.430
3 F -0.545
4 F -0.499
5 F -0.368
6 F -0.376

*2*
This record from the Open Molecules 2025 dataset describes a structure of composition C12H18F12MnO9P2. The level of theory is ωB97M-V/def2-TZVPD.

Atoms and positions in Å:
Mn: 0.85 -1.47 -1.04
P: 2.02 1.46 -5.24
F: 2.54 3.00 -5.70
F: 0.48 1.60 -5.71
F: 2.46 0.91 -6.73
F: 1.62 -0.09 -4.88
F: 3.46 1.05 -4.79
F: 1.69 1.74 -3.69
P: 0.90 -6.71 -1.23
F: 0.68 -5.62 -0.05
F: -0.37 -5.69 -1.68
F: 1.86 -5.57 -1.79
F: 0.97 -7.48 -2.65
F: 2.17 -7.46 -0.51
F: -0.22 -7.82 -0.55
C: 8.63 3.39 1.58
C: 7.78 2.74 2.61
C: 6.36 3.22 2.84
O: 5.69 2.41 1.87
C: 6.28 1.28 1.73
O: 5.79 0.28 1.19
O: 7.52 1.35 2.35
H: 8.25 3.40 0.56
H: 9.51 2.75 1.62
H: 8.86 4.40 1.90
H: 8.25 2.63 3.59
H: 6.11 4.22 2.48
H: 5.89 3.09 3.81
C: -3.09 -0.22 8.78
C: -2.42 0.82 7.71
C: -0.93 1.18 7.78
O: -0.63 1.16 6.43
C: -1.57 0.63 5.63
O: -1.31 0.38 4.46
O: -2.57 0.15 6.43
H: -3.04 0.13 9.81
H: -2.69 -1.23 8.71
H: -4.16 -0.27 8.57
H: -3.07 1.66 7.47
H: -0.23 0.46 8.21
H: -0.69 2.19 8.11
C: -8.01 0.79 -6.69
C: -7.46 -0.47 -5.92
C: -6.46 -1.25 -6.77
O: -5.30 -1.31 -5.90
C: -5.50 -0.56 -4.83
O: -4.71 -0.37 -3.90
O: -6.67 -0.01 -4.86
H: -7.19 1.42 -7.03
H: -8.66 1.47 -6.14
H: -8.56 0.40 -7.55
H: -8.23 -1.22 -5.78
H: -6.12 -0.70 -7.65
H: -6.78 -2.27 -6.97

Output
- 2S+1 = 6
- frontier orbital gap (alpha / beta) (eV) = 2.69 / 3.28

These are the Mulliken partial charges, in e, on atoms 1 to 6:
1 Mn 1.714
2 P 1.111
3 F -0.346
4 F -0.312
5 F -0.329
6 F -0.329

Most stable: *1*. Least stable: *2*.